Below is 5 unconnected molecules or ions with the total composition C21H50N2O5 at a distorted geometry, with properties calculated with ωB97M-V/def2-TZVPD.

ORCA input file:
```
! RIJCOSX wB97M-V def2-TZVPD def2/J DEFGRID3
* xyz 0 1
C -0.1772 0.5962 6.0059
C 0.2731 1.4871 4.8290
C 0.1100 2.9253 5.3268
C 0.8589 3.9677 4.4952
C 2.3165 3.5772 4.3491
C 2.5288 2.1643 3.7505
N 1.6817 1.2497 4.5780
O 1.9351 -0.1271 4.2354
C 2.2291 2.1719 2.2386
C 3.9745 1.7440 3.9854
C -0.6116 1.1526 3.5992
H -0.2065 -0.4361 5.6470
H -1.1833 0.8723 6.3174
H 0.4963 0.5488 6.8624
H -0.9658 3.1023 5.3680
H 0.5445 2.9944 6.3303
H 0.7162 4.9565 4.9312
H 0.2719 3.9649 3.5663
H 2.8283 3.6225 5.3104
H 2.7411 4.3055 3.6516
H 3.0613 2.6230 1.6996
H 2.1395 1.1220 1.9551
H 1.3477 2.7742 2.0317
H 4.0785 0.6820 3.7428
H 4.6175 2.2566 3.2691
H 4.3859 1.8175 4.9924
H -0.8606 0.0889 3.5750
H -0.2061 1.3417 2.6057
H -1.5310 1.7368 3.6851
H 2.4415 -0.3918 5.0120
C 0.3842 0.4063 -6.9392
C -0.8658 -0.4042 -6.5262
C -0.8478 -1.7209 -7.3475
C -1.5602 -2.9109 -6.6312
C -0.8323 -3.1179 -5.3212
C -0.9909 -1.9569 -4.3327
N -0.7736 -0.7172 -5.0832
O -0.5975 0.4815 -4.3218
C -2.3678 -1.9367 -3.7037
C 0.0758 -2.1154 -3.2487
C -2.1772 0.3314 -6.7708
H 0.4257 0.5376 -8.0161
H 1.2103 -0.1906 -6.5445
H 0.3857 1.3519 -6.3993
H -1.5027 -1.5548 -8.2064
H 0.1632 -2.0406 -7.5913
H -1.4218 -3.7389 -7.3261
H -2.6185 -2.6730 -6.5353
H 0.2131 -3.3666 -5.4841
H -1.3653 -3.9161 -4.7860
H -3.2089 -2.0492 -4.3919
H -2.4542 -2.8195 -3.0540
H -2.5663 -1.0635 -3.0832
H 0.2855 -1.1758 -2.7215
H -0.1574 -2.8196 -2.4515
H 1.0792 -2.2940 -3.6480
H -2.2066 1.1403 -6.0326
H -2.9927 -0.3482 -6.5225
H -2.2852 0.8403 -7.7280
H 0.3666 0.5291 -4.3402
C 0.0702 -3.7194 5.6002
O -0.0286 -3.9243 4.2009
H 0.8722 -4.3206 6.0368
H 0.2001 -2.6551 5.7881
H -0.8560 -4.0871 6.0403
H 0.4881 -3.2811 3.6915
C -2.2259 1.9080 -0.7418
O -2.0216 1.9124 0.6744
H -3.3098 1.7355 -0.8299
H -2.0326 2.7790 -1.3583
H -1.8427 1.0247 -1.2643
H -2.4180 1.0957 0.9872
C 0.2646 -1.3573 1.0870
O 0.6188 -1.8755 2.3365
H 0.9615 -0.6481 0.6285
H 0.0516 -2.1548 0.3780
H -0.6468 -0.7412 1.0938
H 1.2227 -1.2701 2.7940
*
```

Results
HOMO-LUMO gap	8.6	eV
HOMO energy	-8.01	eV
energy relative to the best compared isomer or geometry (same formula, charge and spin)	236.4	kJ/mol
E	-1315.66025	hartree
maximum force	0.056	Eh/bohr
SMILES	CC1(C)CCCC(C)(C)N1O.CC1(C)CCCC(C)(C)N1O.CO.CO.CO